(1)
The following is a quantum chemistry calculation of C8H11N in the gas phase, from OMol25.

Each atom is followed by the atoms it is bonded to, with distances in Å.
Cartesian coordinates (Å):
1 C 4.178 0.580 -0.725  C2 1.356, H10 1.096, H11 1.088
2 C 3.105 0.518 -1.553  C1 1.356, C3 1.446, H12 1.106
3 C 1.777 0.196 -1.081  C2 1.446, C4 1.179
4 C 0.675 -0.008 -0.715  C3 1.179, N5 1.334
5 N -0.554 -0.327 -0.304  C4 1.334, C6 1.461, C9 1.468
6 C -0.662 -1.130 0.913  N5 1.461, C7 1.493, H13 1.067, H14 1.088
7 C -2.097 -0.949 1.283  C6 1.493, C8 1.513, H15 1.087, H16 1.096
8 C -2.440 0.426 0.751  C7 1.513, C9 1.491, H17 1.088, H18 1.111
9 C -1.667 0.606 -0.512  N5 1.468, C8 1.491, H19 1.098, H20 1.082
10 H 4.098 0.218 0.306  C1 1.096
11 H 5.136 0.922 -1.109  C1 1.088
12 H 3.135 0.841 -2.611  C2 1.106
13 H -0.004 -0.707 1.638  C6 1.067
14 H -0.353 -2.162 0.758  C6 1.088
15 H -2.307 -1.070 2.343  C7 1.087
16 H -2.690 -1.678 0.721  C7 1.096
17 H -2.191 1.212 1.462  C8 1.088
18 H -3.519 0.507 0.498  C8 1.111
19 H -2.273 0.376 -1.398  C9 1.098
20 H -1.347 1.629 -0.666  C9 1.082

Values from the calculation:
Energy above the lowest of the compared OMol25 structures with the same formula, charge and spin (kJ/mol): 149.1
LUMO level (eV): 0.97
Structure (SMILES): C=CC#CN1CCCC1
M (g/mol): 121.2
HOMO (eV): -7.636
Orbital gap (eV): 8.61
Charge: 0
Maximum force (eV/A): 3.73


(2)
The following is a quantum chemistry calculation of an isolated ion of composition C8H11N2O3 and charge +1, from OMol25.

Each atom is followed by the atoms it is bonded to, with distances in Å.
Cartesian coordinates (Å):
1 C 0.217 2.057 -1.729  C2 1.342, C3 1.448, H14 1.081
2 C 1.542 2.057 -1.517  C1 1.342, C5 1.460, H15 1.083
3 C -0.756 1.244 -1.029  C1 1.448, C4 1.307, H16 1.090
4 C -0.512 0.315 -0.143  C3 1.307, C6 1.467
5 C 2.302 1.275 -0.546  C2 1.460, N10 1.494, O11 1.186
6 C -1.018 -0.688 0.801  C4 1.467, N9 1.339, O12 1.221
7 C -3.027 -1.436 1.985  N9 1.446, H17 1.091, H18 1.088, H19 1.088
8 C 1.877 -1.116 -0.927  N10 1.458, H20 1.095, H21 1.091, H22 1.087
9 N -2.323 -0.561 1.074  C6 1.339, C7 1.446, H23 1.009
10 N 1.640 0.028 -0.055  C5 1.494, C8 1.458, O13 1.360
11 O 3.389 1.525 -0.142  C5 1.186
12 O -0.278 -1.537 1.275  C6 1.221
13 O 1.975 -0.190 1.245  N10 1.360, H24 0.989
14 H -0.196 2.752 -2.447  C1 1.081
15 H 2.154 2.783 -2.039  C2 1.083
16 H -1.796 1.451 -1.279  C3 1.090
17 H -3.871 -1.903 1.474  C7 1.091
18 H -2.342 -2.200 2.344  C7 1.088
19 H -3.400 -0.861 2.831  C7 1.088
20 H 2.954 -1.231 -1.088  C8 1.095
21 H 1.497 -2.018 -0.446  C8 1.091
22 H 1.378 -0.977 -1.883  C8 1.087
23 H -2.855 0.198 0.677  N9 1.009
24 H 1.448 -0.966 1.562  O13 0.989

Values from the calculation:
Energy above the lowest of the compared OMol25 structures with the same formula, charge and spin (kJ/mol): 382.3
LUMO level (eV): -5.42
M (g/mol): 183.2
HOMO (eV): -14.102
Orbital gap (eV): 8.68
Charge: +1
Maximum force (eV/A): 3.92


(3)
The following is a quantum chemistry calculation of a 2-piece molecular cluster, C8H11N2S overall, from OMol25.

Each atom is followed by the atoms it is bonded to, with distances in Å.
Cartesian coordinates (Å):
1 C 3.728 -0.151 -1.384  C2 1.445, C3 1.452, H12 1.154
2 C 4.902 -0.634 -0.695  C1 1.445, N9 1.279, H13 1.021
3 C 2.708 0.151 -0.395  C1 1.452, S11 1.767, H20 1.086
4 C -0.852 -1.683 -0.881  C5 1.456, C8 1.528, H14 1.109, H15 1.143
5 C -1.950 -0.841 -1.335  C4 1.456, C8 1.553, H16 1.114, H17 1.080
6 C -1.820 -0.263 1.315  C8 1.605, N10 1.472, H18 1.133, H19 1.158
7 C -0.366 0.776 0.158  C8 1.402, N10 1.455
8 C -1.104 -0.384 -0.116  C4 1.528, C5 1.553, C6 1.605, C7 1.402
9 N 4.810 -0.732 0.577  C2 1.279, S11 1.649
10 N -1.087 1.011 1.399  C6 1.472, C7 1.455, H21 1.032, H22 1.080
11 S 3.438 -0.064 1.200  C3 1.767, N9 1.649
12 H 3.578 -0.096 -2.527  C1 1.154
13 H 5.749 -1.029 -1.105  C2 1.021
14 H -0.869 -2.584 -0.236  C4 1.109
15 H -0.045 -1.602 -1.686  C4 1.143
16 H -1.664 -0.352 -2.294  C5 1.114
17 H -2.988 -0.773 -1.046  C5 1.080
18 H -2.937 -0.140 1.456  C6 1.133
19 H -1.390 -1.091 2.001  C6 1.158
20 H 1.643 0.267 -0.573  C3 1.086
21 H -1.698 1.840 1.337  N10 1.032
22 H -0.519 1.406 2.228  N10 1.080

Values from the calculation:
Energy above the lowest of the compared OMol25 structures with the same formula, charge and spin (kJ/mol): 563.3
LUMO level (eV): -5.45
M (g/mol): 167.3
HOMO (eV): -11.846
Orbital gap (eV): 6.40
Charge: +1
Maximum force (eV/A): 3.44


(4)
The following is a quantum chemistry calculation of C8H11N3O2S2 in the gas phase, from OMol25.

Each atom is followed by the atoms it is bonded to, with distances in Å.
Cartesian coordinates (Å):
1 C -2.071 -0.127 -1.233  O2 1.418, H16 1.082, H17 1.073, H18 1.038
2 O -1.013 0.808 -1.369  C1 1.418, C3 1.340
3 C -1.372 2.017 -0.917  O2 1.340, O4 1.235, N5 1.352
4 O -2.333 2.232 -0.171  C3 1.235
5 N -0.315 2.857 -0.992  C3 1.352, N6 1.317, S8 1.821
6 N -0.299 4.163 -1.162  N5 1.317, S7 1.538
7 S -1.614 4.915 -1.427  N6 1.538
8 S 1.373 2.189 -1.131  N5 1.821, C9 1.751
9 C 1.381 1.438 0.451  S8 1.751, C10 1.358, H19 1.062
10 C 1.372 0.082 0.506  C9 1.358, C11 1.497, N15 1.395
11 C 1.437 -0.716 1.772  C10 1.497, C12 1.558, H20 1.045, H21 1.082
12 C 0.332 -1.811 1.680  C11 1.558, C13 1.625, H22 1.171, H23 1.078
13 C 0.581 -2.667 0.321  C12 1.625, C14 1.508, H24 1.075, H25 1.059
14 C 1.070 -1.751 -0.773  C13 1.508, N15 1.256, H26 1.067
15 N 1.467 -0.561 -0.728  C10 1.395, C14 1.256
16 H -1.540 -1.015 -1.549  C1 1.082
17 H -2.889 0.110 -1.887  C1 1.073
18 H -2.305 -0.238 -0.228  C1 1.038
19 H 1.281 2.063 1.304  C9 1.062
20 H 2.417 -1.064 1.879  C11 1.045
21 H 1.225 0.030 2.527  C11 1.082
22 H -0.745 -1.381 1.840  C12 1.171
23 H 0.416 -2.594 2.416  C12 1.078
24 H -0.374 -3.073 0.037  C13 1.075
25 H 1.210 -3.512 0.425  C13 1.059
26 H 1.306 -2.394 -1.591  C14 1.067

Values from the calculation:
Energy above the lowest of the compared OMol25 structures with the same formula, charge and spin (kJ/mol): 144.8
LUMO level (eV): -0.46
Structure (SMILES): COC(=O)N(N=S)S/C=C1/CCCC=N1
M (g/mol): 245.3
HOMO (eV): -8.058
Orbital gap (eV): 7.59
Charge: 0
Maximum force (eV/A): 4.34


(5)
The following is a quantum chemistry calculation of C8H11N3S in the gas phase, from OMol25.

Each atom is followed by the atoms it is bonded to, with distances in Å.
Cartesian coordinates (Å):
1 C -2.781 0.043 -0.696  C5 1.448, N9 1.141
2 C 1.989 0.307 0.441  C7 1.542, N10 1.214, S12 1.876
3 C -1.407 -0.489 1.244  C4 1.522, C5 1.503, H13 1.156, H14 1.030
4 C -0.608 -1.728 0.872  C3 1.522, N11 1.485, H15 1.003, H16 1.111
5 C -1.679 0.486 0.133  C1 1.448, C3 1.503, C6 1.527, H17 1.079
6 C -0.439 0.645 -0.742  C5 1.527, C8 1.511, S12 1.685
7 C 3.329 0.925 0.890  C2 1.542, H18 1.150, H19 1.004, H20 1.152
8 C -0.452 0.423 -2.237  C6 1.511, H21 1.198, H22 1.109, H23 1.111
9 N -3.711 -0.460 -1.125  C1 1.141
10 N 1.563 -0.827 0.521  C2 1.214, N11 1.293
11 N 0.557 -1.445 -0.006  C4 1.485, N10 1.293
12 S 0.831 1.624 -0.225  C2 1.876, C6 1.685
13 H -2.454 -0.710 1.683  C3 1.156
14 H -0.895 0.026 1.975  C3 1.030
15 H -0.332 -2.278 1.665  C4 1.003
16 H -1.200 -2.331 0.150  C4 1.111
17 H -1.929 1.471 0.496  C5 1.079
18 H 3.130 2.055 0.952  C7 1.150
19 H 3.986 0.814 0.138  C7 1.004
20 H 3.609 0.419 1.887  C7 1.152
21 H 0.661 0.661 -2.609  C8 1.198
22 H -1.161 1.004 -2.862  C8 1.109
23 H -0.606 -0.634 -2.545  C8 1.111

Values from the calculation:
Energy above the lowest of the compared OMol25 structures with the same formula, charge and spin (kJ/mol): 424.6
LUMO level (alpha / beta) (eV): -0.24 / -0.06
M (g/mol): 181.3
HOMO (alpha / beta) (eV): -8.254 / -8.234
Orbital gap (alpha / beta) (eV): 8.02 / 8.17
Charge: 0
Maximum force (eV/A): 5.23


(6)
The following is a quantum chemistry calculation of a 2-piece molecular cluster, C8H11N4S overall, from OMol25.

Each atom is followed by the atoms it is bonded to, with distances in Å.
Cartesian coordinates (Å):
1 C 0.110 -0.986 3.507  C2 1.383, C3 1.422, H14 1.162
2 C 1.078 -0.216 2.888  C1 1.383, C4 1.361, H15 1.073
3 C -1.055 -1.268 2.742  C1 1.422, C5 1.337, H16 1.086
4 C 0.945 0.222 1.606  C2 1.361, N11 1.360, H17 1.118
5 C -1.199 -0.789 1.502  C3 1.337, N11 1.358, H18 1.026
6 C -2.029 2.337 -2.660  N9 1.390, N12 1.314, S13 1.636
7 C 2.838 -2.025 -1.118  H19 1.087, H20 1.007, H21 1.105, H22 1.089
8 C -0.449 0.621 -0.206  N10 1.190, N11 1.351
9 N -1.207 1.273 -2.305  C6 1.390, N10 1.170
10 N -1.017 0.892 -1.216  C8 1.190, N9 1.170
11 N -0.204 -0.059 0.936  C4 1.360, C5 1.358, C8 1.351
12 N -2.085 2.578 -3.950  C6 1.314, H23 1.077, H24 1.036
13 S -2.817 3.087 -1.439  C6 1.636
14 H 0.397 -1.346 4.574  C1 1.162
15 H 2.054 -0.175 3.334  C2 1.073
16 H -1.885 -1.611 3.353  C3 1.086
17 H 1.492 1.005 1.025  C4 1.118
18 H -2.058 -1.024 0.993  C5 1.026
19 H 3.667 -1.349 -0.926  C7 1.087
20 H 2.758 -2.744 -0.418  C7 1.007
21 H 1.916 -1.420 -1.045  C7 1.105
22 H 2.902 -2.464 -2.114  C7 1.089
23 H -1.426 2.177 -4.702  N12 1.077
24 H -2.723 3.283 -4.363  N12 1.036

Values from the calculation:
Energy above the lowest of the compared OMol25 structures with the same formula, charge and spin (kJ/mol): 417.4
LUMO level (eV): -5.48
M (g/mol): 195.3
HOMO (eV): -11.379
Orbital gap (eV): 5.90
Charge: +1
Maximum force (eV/A): 5.25


> Among the records above, which one has the lowest M?

C8H11N


> What is the formula in the sixth record?

C8H11N4S


> Look up the charge of the fifth one.

0